[1]
{"formula": "C30H27CeN9O3S", "method": "ωB97M-V with the def2-TZVPD basis set", "symbols": ["Ce", "N", "C", "S", "N", "N", "C", "C", "C", "C", "C", "C", "N", "H", "H", "H", "H", "H", "H", "H", "O", "C", "N", "C", "O", "C", "C", "C", "C", "C", "N", "C", "C", "C", "C", "C", "N", "H", "H", "H", "H", "H", "H", "H", "H", "C", "N", "N", "C", "O", "C", "C", "C", "C", "C", "C", "C", "C", "C", "H", "H", "H", "H", "H", "H", "H", "H", "H", "H", "H", "H"], "coordinates": [[-1.151127, -0.189941, -0.801092], [-3.532765, 3.405934, 1.268507], [-3.054179, 2.475103, 0.428772], [-2.920357, 0.848374, 1.064438], [-2.720367, 2.898694, -0.769423], [-2.211676, 1.925515, -1.574885], [-2.014346, 2.269473, -2.799301], [-1.515451, 1.290882, -3.770171], [-1.303269, 1.630960, -5.095833], [-0.866173, 0.643318, -5.970472], [-0.659305, -0.641517, -5.497332], [-0.883132, -0.899648, -4.153703], [-1.293988, 0.044482, -3.306192], [-3.943130, 3.135863, 2.144948], [-3.735481, 4.322253, 0.899516], [-2.246855, 3.282526, -3.114588], [-1.485150, 2.640482, -5.436977], [-0.696635, 0.879129, -7.012469], [-0.331901, -1.438810, -6.148690], [-0.722303, -1.887506, -3.737856], [-1.169463, -4.533868, 0.020917], [-1.424570, -3.412624, -0.312643], [-0.498622, -2.403247, -0.645967], [0.869839, -2.730707, -0.636439], [1.361082, -3.743301, -0.222591], [1.759043, -1.644848, -1.204261], [3.132100, -1.819666, -1.201046], [3.922695, -0.797210, -1.698965], [3.318295, 0.363152, -2.165598], [1.940271, 0.460767, -2.117242], [1.177163, -0.531480, -1.651397], [-2.862912, -2.964667, -0.446533], [-3.883792, -3.807173, -0.046778], [-5.189942, -3.375846, -0.222015], [-5.423100, -2.129623, -0.789211], [-4.343988, -1.340188, -1.138382], [-3.081380, -1.749880, -0.960604], [3.537010, -2.746042, -0.820666], [4.999568, -0.898657, -1.724296], [3.901422, 1.182953, -2.560456], [1.433993, 1.355343, -2.465283], [-3.631963, -4.772175, 0.369275], [-6.019456, -4.003035, 0.075630], [-6.427120, -1.764658, -0.951141], [-4.488614, -0.351629, -1.556043], [2.404400, 1.637321, 4.774453], [1.739378, 1.940212, 3.511507], [1.536789, 0.963818, 2.565589], [0.583821, 1.391276, 1.704334], [0.293870, 0.677133, 0.669317], [0.130623, 2.639819, 2.144780], [0.855359, 2.931478, 3.285486], [0.745611, 4.081705, 4.218906], [2.394559, -0.173085, 2.419189], [1.862880, -1.439851, 2.610405], [2.695563, -2.542574, 2.484517], [4.044622, -2.360698, 2.207667], [4.562299, -1.085727, 2.027109], [3.731964, 0.023002, 2.113174], [3.110650, 0.829095, 4.609409], [1.673808, 1.343081, 5.527628], [2.950190, 2.519370, 5.097667], [-0.622229, 3.253376, 1.682118], [0.049053, 4.816983, 3.825653], [1.711814, 4.564060, 4.367356], [0.380567, 3.751382, 5.193218], [0.816950, -1.552534, 2.866453], [2.294444, -3.538150, 2.612920], [4.696573, -3.221677, 2.139596], [5.616277, -0.950148, 1.822454], [4.120196, 1.024078, 1.973634]], "forces_ev_per_a": [[0.2, 0.1, 0.6], [0.0, 0.0, 0.0], [0.1, 0.0, 0.1], [0.1, 0.0, -0.3], [0.1, -0.1, 0.0], [-0.1, 0.3, -0.2], [0.0, 0.0, 0.1], [0.0, 0.1, 0.0], [0.0, -0.1, 0.0], [0.0, 0.0, 0.0], [0.0, -0.1, 0.0], [0.1, 0.0, -0.1], [0.0, 0.1, 0.1], [0.0, 0.0, 0.0], [0.0, 0.0, 0.0], [0.0, 0.0, 0.0], [0.0, 0.0, 0.0], [0.0, 0.0, 0.0], [0.0, 0.0, 0.0], [0.0, 0.0, 0.0], [-0.1, -0.1, 0.1], [0.2, 0.1, -0.1], [0.0, 0.2, 0.0], [-0.2, 0.0, 0.1], [0.1, 0.0, 0.0], [0.0, -0.1, 0.2], [-0.1, 0.0, -0.1], [0.0, 0.0, 0.0], [0.0, 0.0, 0.0], [0.1, -0.1, -0.1], [-0.1, 0.0, 0.0], [0.1, -0.2, 0.1], [0.0, 0.1, -0.1], [0.0, 0.0, 0.0], [0.0, 0.0, -0.1], [-0.1, -0.1, 0.0], [0.1, 0.1, 0.0], [0.0, 0.0, 0.0], [0.0, 0.0, 0.0], [0.0, 0.0, 0.0], [0.0, 0.0, 0.0], [0.0, 0.0, 0.0], [0.0, 0.0, 0.0], [0.0, 0.0, 0.0], [0.0, 0.0, 0.0], [0.0, 0.0, -0.1], [-0.2, -0.1, 0.0], [-0.1, 0.1, 0.0], [0.2, -0.1, 0.0], [-0.6, -0.1, -0.5], [0.1, 0.0, 0.0], [0.1, 0.0, 0.0], [0.0, 0.0, 0.0], [-0.1, 0.0, 0.0], [0.1, 0.0, 0.0], [0.0, 0.0, 0.0], [0.0, -0.1, 0.0], [0.0, 0.1, 0.0], [0.1, -0.1, 0.0], [0.0, 0.0, 0.1], [0.0, 0.0, 0.0], [0.0, 0.0, 0.0], [0.0, 0.0, 0.0], [0.0, 0.0, 0.0], [0.0, 0.0, 0.0], [0.0, 0.0, 0.0], [0.0, 0.0, 0.0], [0.0, 0.0, 0.0], [0.0, 0.0, 0.0], [0.0, 0.0, 0.0], [0.0, 0.0, 0.0]], "max_force_ev_per_a": 0.75, "homo_ev": -13.71, "homo_lumo_gap_ev": 6.573, "spin_multiplicity": 1, "total_charge": 2, "energy_ha": -2750.90608}

[2]
{"formula": "C8H16BClO2", "method": "ωB97M-V with the def2-TZVPD basis set", "symbols": ["C", "C", "C", "B", "O", "C", "Cl", "C", "O", "C", "C", "C", "H", "H", "H", "H", "H", "H", "H", "H", "H", "H", "H", "H", "H", "H", "H", "H"], "coordinates": [[-1.379990, -0.839038, 1.395464], [-0.894402, 0.061851, 0.235507], [-2.030325, 0.407317, -0.700898], [-0.322480, 1.408811, 0.813432], [-0.802243, 2.578266, 1.106915], [1.420024, 1.233622, 1.131113], [1.850575, 1.194214, 2.846046], [1.526225, -0.182595, 0.505398], [2.890322, -0.477199, 0.077190], [0.369396, -0.445765, -0.524633], [0.611061, 0.266818, -1.847722], [0.350751, -1.964497, -0.787857], [-1.685694, -1.775230, 0.848350], [-2.129340, -0.278711, 1.975394], [-0.548749, -1.080368, 1.992715], [-1.918037, 1.195156, -1.281856], [-2.946439, 0.604600, -0.125812], [-2.203735, -0.412458, -1.371698], [-1.657018, 2.871772, 1.257877], [2.109438, 1.936213, 0.672291], [1.315675, -0.787711, 1.427707], [3.048115, -0.172218, -0.797277], [-0.411933, 0.249519, -2.335327], [1.415444, 0.029716, -2.572118], [0.896247, 1.350750, -1.579863], [-0.445277, -2.217183, -1.502192], [0.209600, -2.422016, 0.313750], [1.362788, -2.333636, -1.171896]], "forces_ev_per_a": [[-0.4, -0.1, -2.3], [0.4, 1.8, -0.2], [-1.6, -3.5, 2.8], [3.5, -1.3, 0.9], [1.6, 1.4, 0.4], [-2.6, -0.8, -1.9], [-0.1, 0.1, 0.4], [1.1, 0.4, 1.0], [-1.4, -0.8, 1.6], [2.0, -1.7, 0.4], [-1.0, 2.7, 0.1], [0.8, -0.7, 2.3], [-0.5, 0.8, 1.2], [0.0, -0.7, -0.2], [0.8, -0.4, 1.1], [1.0, 3.9, -2.6], [0.1, -0.3, -0.1], [-0.5, -0.7, -0.3], [-2.6, 0.4, 0.0], [-0.2, 0.2, -0.2], [0.6, -0.2, -1.2], [-0.1, 0.6, -1.2], [1.6, 0.3, -0.1], [-0.5, -0.9, 0.7], [-0.8, -1.0, -0.6], [0.2, -0.3, 0.4], [0.1, 0.3, -2.8], [-1.4, 0.6, 0.5]], "max_force_ev_per_a": 4.80, "homo_ev": -8.90, "homo_lumo_gap_ev": 9.245, "spin_multiplicity": 1, "smiles": "CC1(C)B(O)[C@@H](Cl)[C@H](O)C1(C)C", "energy_ha": -949.93794}